Here is an isolated molecule of C3H7OS2 from the OMol25 dataset. Energies are from wB97M-V/def2-TZVPD.

Geometry (Å):
1 C 0.60 -0.40 0.04
2 C 1.59 0.40 0.95
3 O 2.71 0.72 0.23
4 C -0.46 0.48 -0.57
5 S -1.53 -0.34 -1.78
6 S -2.67 -1.57 -0.59
7 H 0.21 -1.21 0.65
8 H 1.22 -0.89 -0.72
9 H 1.14 1.38 1.20
10 H 1.82 -0.16 1.87
11 H 0.05 1.23 -1.18
12 H -1.09 1.01 0.14
13 H -3.59 -0.66 -0.23

Multiplicity: 2
Net charge: 0
E: -26940.259 eV
HOMO-LUMO gap (alpha / beta): 9.769 / 7.767 eV
⟨S²⟩: 0.75

***

Here is a cluster of 2 separate species, C3H7PS in total from the OMol25 dataset. Energies are from wB97M-V/def2-TZVPD.

Geometry (Å):
1 C 1.43 -0.13 1.31
2 C 2.07 -0.56 0.12
3 S 1.00 -0.96 -1.06
4 H 1.22 0.99 1.21
5 H 0.35 -0.54 1.51
6 H 2.02 -0.16 2.28
7 H 3.17 -0.49 -0.13
8 C -2.59 0.29 -1.51
9 P -2.37 1.11 -0.09
10 H -3.25 0.59 -2.32
11 H -1.86 -0.47 -1.74
12 H -1.20 0.34 0.42

SMILES: CC=S.C=P
Net charge: 0
E: -23345.528 eV
HOMO-LUMO gap: 8.310 eV

***

Here is a cluster of 2 separate species, C3H7S in total from the OMol25 dataset. Energies are from wB97M-V/def2-TZVPD.

Geometry (Å):
1 S 2.91 2.20 -0.76
2 H 3.96 2.29 -1.59
3 C -1.14 0.45 0.78
4 C -1.06 -0.77 -0.18
5 C -0.04 -1.65 -0.14
6 H -0.77 1.38 0.37
7 H -0.52 0.39 1.70
8 H -2.22 0.44 0.88
9 H -1.97 -0.95 -0.74
10 H 0.14 -2.38 -0.92
11 H 0.72 -1.41 0.59

Net charge: -1
E: -14059.326 eV
HOMO-LUMO gap: 6.117 eV

***

Here is a cluster of 2 separate species, C3H8 in total from the OMol25 dataset. Energies are from wB97M-V/def2-TZVPD.

Geometry (Å):
1 C -3.76 0.22 2.11
2 C -2.99 0.78 3.03
3 H -3.40 0.30 1.09
4 H -4.79 -0.02 2.33
5 H -2.00 1.06 2.70
6 H -3.23 0.66 4.08
7 C 4.07 -0.60 -3.06
8 H 3.57 -0.53 -4.03
9 H 4.56 0.33 -2.83
10 H 3.29 -0.71 -2.30
11 H 4.67 -1.49 -3.11

SMILES: C=C.C
Net charge: 0
E: -3239.474 eV
HOMO-LUMO gap: 11.566 eV

***

Here is a structure of composition C3H8AuO3 from the OMol25 dataset. Energies are from wB97M-V/def2-TZVPD.

Geometry (Å):
1 O -0.05 1.82 -0.55
2 C -1.34 1.42 -0.24
3 C -1.44 0.04 0.42
4 O -1.02 -1.01 -0.43
5 C 0.32 -1.52 -0.21
6 H -1.99 1.40 -1.14
7 H -1.82 2.13 0.47
8 H -2.49 -0.16 0.67
9 H -0.85 0.05 1.36
10 H 0.43 -2.35 -0.92
11 H 2.75 -0.97 0.29
12 H 0.42 -1.85 0.84
13 Au 1.06 0.42 -0.80
14 O 2.73 0.01 -0.14
15 H 3.30 0.58 0.39

Multiplicity: 3
Net charge: +1
E: -13061.133 eV
HOMO-LUMO gap (alpha / beta): 8.359 / 7.463 eV
⟨S²⟩: 2.01

***

Here is an isolated molecule of C3H8BNO from the OMol25 dataset. Energies are from wB97M-V/def2-TZVPD.

Geometry (Å):
1 B 0.35 1.65 1.28
2 C 0.80 0.64 -0.24
3 C 0.54 -0.70 0.39
4 C -0.63 -1.17 -0.56
5 N -1.29 0.07 -1.03
6 O -0.15 0.90 -1.37
7 H 1.21 1.98 2.02
8 H -0.71 1.49 1.41
9 H 1.78 0.68 -0.56
10 H 0.14 -0.60 1.44
11 H 1.36 -1.44 0.52
12 H -0.25 -1.77 -1.35
13 H -1.48 -1.67 -0.07
14 H -1.68 -0.07 -1.90

SMILES: B[C@H]1CCNO1
Net charge: 0
E: -7450.045 eV
HOMO-LUMO gap: 8.664 eV

***

Here is a structure of composition C3H8BNO from the OMol25 dataset. Energies are from wB97M-V/def2-TZVPD.

Geometry (Å):
1 B 1.40 -1.27 -2.02
2 C -0.16 -0.19 2.02
3 C -1.01 0.35 1.17
4 C -0.82 0.96 -0.12
5 N 0.50 0.87 -0.73
6 O 0.90 -0.89 -0.88
7 H 1.48 -0.42 -2.79
8 H 1.63 -2.37 -1.80
9 H -0.38 -0.84 2.87
10 H 0.94 -0.21 1.58
11 H -2.08 0.55 1.52
12 H -1.23 2.02 -0.13
13 H -1.62 0.54 -0.88
14 H 1.20 1.05 -0.02

Net charge: 0
E: -7450.729 eV
HOMO-LUMO gap: 9.788 eV

***

Here is a structure of composition C3H8BrClSi from the OMol25 dataset. Energies are from wB97M-V/def2-TZVPD.

Geometry (Å):
1 C -2.50 0.64 -0.10
2 C 2.20 0.10 0.22
3 C -1.17 -0.04 0.48
4 Si 0.54 0.52 -0.45
5 Cl 0.16 0.37 -2.45
6 Br 3.74 -2.61 -0.37
7 H -2.83 -0.06 -0.89
8 H -3.27 0.44 0.74
9 H -2.45 1.66 -0.39
10 H 2.23 0.09 1.31
11 H 2.68 -0.94 -0.09
12 H 2.97 0.93 0.01
13 H -1.10 -1.22 0.39
14 H -1.19 0.14 1.60

Net charge: 0
E: -93681.975 eV
HOMO-LUMO gap (alpha / beta): 5.206 / 5.223 eV

***

Here is a cluster of 2 separate species, C3H8BrNOS in total from the OMol25 dataset. Energies are from wB97M-V/def2-TZVPD.

Geometry (Å):
1 C 0.49 -0.85 1.03
2 C 2.25 0.85 1.95
3 C 1.61 0.15 0.84
4 N 1.17 3.32 0.65
5 O -0.01 2.26 -1.29
6 S -0.01 2.13 0.20
7 Br 2.54 -0.26 -0.77
8 H 0.24 -1.26 0.10
9 H 1.03 -1.71 1.56
10 H -0.34 -0.46 1.47
11 H 1.49 1.20 2.65
12 H 2.79 1.73 1.55
13 H 3.02 0.14 2.42
14 H 1.33 3.69 1.59
15 H 1.85 3.57 -0.10

Net charge: 0
E: -87653.187 eV
HOMO-LUMO gap (alpha / beta): 7.479 / 7.895 eV

***

Here is a structure of composition C3H8Cl2IOPdS from the OMol25 dataset. Energies are from wB97M-V/def2-TZVPD.

Geometry (Å):
1 Pd 0.23 0.12 -0.74
2 Cl -1.30 -2.25 1.11
3 C -0.36 -1.67 2.49
4 Cl 0.71 -0.36 2.01
5 H 0.23 -2.50 2.86
6 H -1.05 -1.30 3.24
7 C 2.58 2.41 -1.17
8 S 0.95 2.22 -0.46
9 C 0.06 3.08 -1.76
10 O 0.88 3.18 0.69
11 H 2.77 3.47 -1.35
12 H 2.61 1.83 -2.09
13 H 3.30 2.02 -0.45
14 H 0.23 2.58 -2.72
15 H 0.38 4.12 -1.77
16 H -1.00 3.00 -1.51
17 I -0.14 -0.81 -3.23

Net charge: -1
E: -52750.540 eV
HOMO-LUMO gap: 5.824 eV

***

Here is an isolated molecule of C3H8Cl2N2 from the OMol25 dataset. Energies are from wB97M-V/def2-TZVPD.

Geometry (Å):
1 C -0.84 1.46 0.49
2 N 0.17 0.51 0.21
3 C 0.81 -0.17 1.25
4 Cl -0.17 -1.28 2.38
5 C -0.07 -0.18 -1.03
6 N 1.16 -1.15 -1.48
7 Cl -1.51 -1.25 -1.03
8 H -0.91 1.78 1.46
9 H -1.06 2.45 -0.17
10 H -1.86 1.00 0.19
11 H 1.18 0.56 2.01
12 H 1.44 -0.88 0.78
13 H -0.12 0.59 -1.89
14 H 0.73 -1.58 -2.34
15 H 1.06 -1.85 -0.83

SMILES: CN(CCl)[C@@H](N)Cl
Net charge: 0
E: -31264.425 eV
HOMO-LUMO gap: 10.278 eV

***

Here is an isolated molecule of C3H8Cl2NP from the OMol25 dataset. Energies are from wB97M-V/def2-TZVPD.

Geometry (Å):
1 C -0.01 1.45 0.73
2 C 1.29 -0.59 -0.09
3 C -0.11 0.03 0.02
4 N -1.10 -0.80 0.61
5 P -0.45 0.47 -1.78
6 Cl -0.71 -1.23 2.32
7 Cl -1.45 -2.19 -0.21
8 H -0.87 1.60 1.52
9 H 0.87 1.68 1.36
10 H -0.14 2.28 0.12
11 H 1.51 -1.24 0.76
12 H 1.48 -1.22 -0.90
13 H 2.07 0.18 -0.18
14 H -1.82 0.37 -2.00
15 H -0.56 -0.79 -2.28

Multiplicity: 3
Net charge: 0
E: -39057.956 eV
HOMO-LUMO gap (alpha / beta): 6.962 / 7.206 eV
⟨S²⟩: 2.01

***

Here is a cluster of 2 separate species, C3H8ClIO2Si in total from the OMol25 dataset. Energies are from wB97M-V/def2-TZVPD.

Geometry (Å):
1 C 0.24 2.29 -1.05
2 C 0.29 -0.43 2.26
3 C -0.41 -2.53 -1.27
4 O -0.23 1.59 0.07
5 O -0.97 -0.19 1.76
6 Si -1.22 0.33 0.23
7 Cl -3.15 0.60 -0.25
8 I -0.18 -4.15 0.00
9 H -0.14 3.32 -0.98
10 H 0.20 1.82 -2.05
11 H 1.33 2.38 -0.75
12 H 0.51 0.07 3.22
13 H 1.02 -0.22 1.52
14 H 0.26 -1.51 2.48
15 H 0.37 -2.08 -1.90
16 H -1.26 -2.60 -2.04

Net charge: 0
E: -35835.524 eV
HOMO-LUMO gap (alpha / beta): 6.892 / 7.798 eV

***

Here is a cluster of 2 separate species, C3H8ClN in total from the OMol25 dataset. Energies are from wB97M-V/def2-TZVPD.

Geometry (Å):
1 C -1.07 -1.06 -0.18
2 C -0.23 -0.07 -0.52
3 C 0.06 1.07 0.49
4 N 0.70 -0.10 -1.54
5 H -1.24 -1.89 -0.73
6 H -1.70 -1.15 0.68
7 H -0.28 1.94 -0.10
8 H -0.66 1.08 1.34
9 H 1.03 1.19 0.80
10 H 1.50 0.53 -1.46
11 H 0.31 -0.16 -2.43
12 Cl 2.11 -1.81 3.28
13 H 1.76 -0.87 2.43

SMILES: C=C(C)N.Cl
Net charge: 0
E: -17252.202 eV
HOMO-LUMO gap: 9.178 eV

***

Here is an isolated molecule of C3H8ClN from the OMol25 dataset. Energies are from wB97M-V/def2-TZVPD.

Geometry (Å):
1 C 0.00 1.23 -0.16
2 C 0.62 -0.17 -0.19
3 C 0.18 -0.94 1.05
4 N 0.36 -0.84 -1.45
5 Cl 2.43 0.14 0.19
6 H -0.38 1.30 0.84
7 H 0.68 2.17 -0.38
8 H -0.89 1.07 -0.82
9 H 0.65 -1.98 1.06
10 H -0.93 -1.21 1.02
11 H 0.31 -0.23 1.97
12 H 0.43 -0.30 -2.31
13 H 1.19 -1.42 -1.63

SMILES: CC(C)(N)Cl
Net charge: 0
E: -17252.803 eV
HOMO-LUMO gap: 11.083 eV

***

Here is a cluster of 2 separate species, C3H8ClN2 in total from the OMol25 dataset. Energies are from wB97M-V/def2-TZVPD.

Geometry (Å):
1 C -1.28 -0.01 -2.60
2 C 1.27 1.45 1.62
3 C 0.02 0.23 -1.81
4 N -0.94 0.98 1.83
5 N -0.01 1.00 1.02
6 Cl 0.99 1.53 -1.75
7 H -1.12 -1.01 -2.83
8 H -1.68 0.62 -3.30
9 H -1.98 0.05 -1.67
10 H 1.81 0.73 2.17
11 H 0.97 2.26 2.23
12 H 1.90 1.88 0.80
13 H 0.33 -0.57 -1.22
14 H -1.92 0.88 1.52

Net charge: +1
E: -18731.787 eV
HOMO-LUMO gap (alpha / beta): 5.970 / 5.971 eV

***

Here is an isolated molecule of C3H8ClN3 from the OMol25 dataset. Energies are from wB97M-V/def2-TZVPD.

Geometry (Å):
1 C -2.06 0.32 -0.71
2 N -0.76 0.44 -1.15
3 C 0.17 0.15 -0.30
4 C 1.59 0.31 -0.82
5 Cl 2.53 -1.25 -0.89
6 N -0.17 -0.23 0.92
7 N 0.73 -0.68 1.95
8 H -2.60 0.47 -1.65
9 H -2.38 1.26 -0.13
10 H -2.27 -0.59 -0.08
11 H 1.51 0.70 -1.79
12 H 2.23 1.06 -0.30
13 H -1.02 -0.69 1.02
14 H 1.07 0.11 2.37
15 H 1.41 -1.37 1.57

SMILES: C/N=C(/CCl)NN
Net charge: 0
E: -20231.592 eV
HOMO-LUMO gap: 9.864 eV

***

Here is a cluster of 2 separate species, C3H8ClNS in total from the OMol25 dataset. Energies are from wB97M-V/def2-TZVPD.

Geometry (Å):
1 C 0.71 -0.74 1.24
2 C -1.09 0.13 0.17
3 C 1.82 2.03 -0.40
4 N 0.23 -0.24 -0.02
5 S 1.25 2.90 -1.79
6 Cl 1.97 2.97 1.01
7 H 1.75 -1.12 1.29
8 H 0.39 -0.13 2.05
9 H 0.05 -1.69 1.48
10 H -1.37 1.10 -0.30
11 H -1.92 -0.64 0.01
12 H -1.10 0.42 1.25
13 H 0.93 0.54 -0.24
14 H 1.02 1.77 -2.39

Net charge: 0
E: -28084.430 eV
HOMO-LUMO gap: 7.390 eV